Arrangement one

C5H9N3 in the gas phase. Source: the Open Molecules 2025 dataset; level of theory: ωB97M-V/def2-TZVPD.

Properties
**Charge**: 0
**HOMO-LUMO gap**: 9.4 eV

Element x y z (Å)
C1 -0.245 -1.957 1.528
C2 -0.318 -0.730 0.551
C3 0.183 1.167 -1.641
C4 0.067 1.560 -0.200
C5 -0.306 0.665 0.956
H1 1.006 -2.149 1.818
H2 -0.727 -1.692 2.577
H3 -0.847 -2.806 0.978
H4 -0.131 -0.740 -2.502
H5 1.240 0.716 -1.858
H6 -0.353 1.663 -2.594
H7 -0.336 2.517 -0.058
H8 1.558 0.564 0.233
H9 -0.837 1.107 1.835
N1 -0.381 -1.122 -0.705
N2 -0.674 -0.174 -1.635
N3 1.099 1.413 0.718



Arrangement two

C5H9N3 in the gas phase. Source: the Open Molecules 2025 dataset; level of theory: ωB97M-V/def2-TZVPD.

Properties
**Charge**: 0
**HOMO-LUMO gap**: 9.0 eV

Element x y z (Å)
C1 0.675 -1.082 -0.142
C2 -0.722 -1.314 0.584
C3 -0.935 1.902 0.470
C4 0.390 1.501 -0.161
C5 0.717 0.259 0.557
H1 -0.142 -0.629 -2.013
H2 0.904 -1.995 -2.084
H3 1.405 -1.719 0.298
H4 -1.630 -1.308 -0.038
H5 -0.842 -2.139 1.373
H6 -1.495 2.813 0.388
H7 0.251 1.361 -1.272
H8 1.175 2.304 -0.078
H9 1.543 0.263 1.256
N1 0.679 -1.105 -1.588
N2 -0.528 -0.043 1.289
N3 -1.444 0.932 1.159



Which structure wins on stability? arrangement two wins.



Arrangement one

A molecular structure, C5H9N3. Source: the Open Molecules 2025 dataset; level of theory: ωB97M-V/def2-TZVPD.

Properties
**Charge**: 0
**HOMO-LUMO gap**: 9.6 eV

Element x y z (Å)
C1 -1.442 0.185 1.072
C2 1.271 -0.933 -0.339
C3 0.970 0.450 -1.114
C4 -0.531 0.692 -1.782
C5 -0.881 0.475 -0.318
H1 -1.424 1.168 1.600
H2 -2.297 -0.391 1.167
H3 -0.579 -1.589 2.129
H4 1.961 -1.643 -0.692
H5 1.797 1.073 -1.499
H6 -0.929 0.110 -2.606
H7 -0.485 1.763 -2.081
H8 -0.656 -0.582 -0.404
H9 0.766 0.964 0.978
N1 -0.229 -0.803 1.537
N2 0.722 -1.289 0.759
N3 0.296 1.221 0.032



Arrangement two

C5H9N3 in the gas phase. Source: the Open Molecules 2025 dataset; level of theory: ωB97M-V/def2-TZVPD.

Properties
**Charge**: 0
**HOMO-LUMO gap**: 9.3 eV

Element x y z (Å)
C1 0.584 -0.203 0.584
C2 1.186 0.624 -0.630
C3 -1.761 -0.244 -0.608
C4 -0.577 -1.066 -0.094
C5 0.331 -1.592 1.046
H1 -0.586 1.390 0.990
H2 0.770 1.141 1.930
H3 1.705 1.451 -0.258
H4 1.686 -0.049 -1.417
H5 0.056 2.188 -1.480
H6 -2.790 -0.329 -0.512
H7 -0.025 -1.468 -0.975
H8 0.791 -2.523 0.605
H9 -0.023 -1.926 2.071
N1 -0.062 0.744 1.463
N2 -0.018 1.096 -1.412
N3 -1.268 0.764 -1.303



Arrangement three

C5H9N3 in the gas phase. Source: the Open Molecules 2025 dataset; level of theory: ωB97M-V/def2-TZVPD.

Properties
**Charge**: 0
**HOMO-LUMO gap**: 9.4 eV

Element x y z (Å)
C1 0.950 -1.512 0.059
C2 0.283 1.654 -0.137
C3 -1.107 0.886 0.204
C4 -1.606 -0.456 -0.491
C5 -0.295 -0.749 0.050
H1 1.135 -1.983 1.056
H2 0.797 -1.899 -1.019
H3 2.642 -0.082 -0.587
H4 0.187 2.767 -0.352
H5 -1.950 1.545 0.861
H6 -1.899 -0.474 -1.577
H7 -2.345 -1.188 0.102
H8 0.053 -0.060 -0.812
H9 0.402 0.496 1.469
N1 1.884 -0.048 0.221
N2 1.341 1.067 -0.225
N3 -0.471 0.036 1.179



Arrangement four

C5H9N3 in the gas phase. Source: the Open Molecules 2025 dataset; level of theory: ωB97M-V/def2-TZVPD.

Properties
**Charge**: 0
**HOMO-LUMO gap**: 9.5 eV

Element x y z (Å)
C1 0.648 0.583 0.179
C2 -0.173 0.864 -1.010
C3 -1.125 -1.128 0.576
C4 0.004 -0.436 1.072
C5 0.125 1.030 1.475
H1 2.478 0.564 0.882
H2 2.235 -0.465 -0.502
H3 -1.120 1.428 -0.584
H4 0.425 1.485 -1.691
H5 -1.054 -0.522 -2.436
H6 -1.833 -1.623 1.332
H7 0.839 -0.945 1.547
H8 0.905 1.483 2.209
H9 -0.818 1.549 1.189
N1 2.081 0.537 -0.030
N2 -0.575 -0.484 -1.513
N3 -1.353 -1.257 -0.699



Which structure wins on stability? arrangement four wins.



Arrangement one

A molecular structure, C38H62MnN2O3. Source: the Open Molecules 2025 dataset; level of theory: ωB97M-V/def2-TZVPD.

Properties
**Charge**: +1
**Multiplicity**: 5
**HOMO-LUMO gap (alpha / beta)**: 7.2 / 8.2 eV

Element x y z (Å)
Mn1 -0.240 -0.047 -1.855
C1 1.155 -0.930 -4.457
N1 0.472 0.259 -3.911
C2 -0.638 0.654 -4.803
C3 1.427 1.373 -3.754
C4 2.176 1.289 -2.436
N2 1.241 1.348 -1.297
C5 1.895 0.913 -0.043
C6 2.226 -0.560 0.154
C7 2.986 -0.811 1.286
C8 3.314 -2.099 1.680
C9 2.903 -3.122 0.838
C10 2.167 -2.934 -0.334
C11 1.782 -1.624 -0.644
O1 0.962 -1.379 -1.711
C12 1.885 -4.203 -1.175
C13 3.237 -4.870 -1.497
C14 1.024 -5.190 -0.369
C15 1.188 -3.975 -2.521
C16 4.078 -2.339 2.983
C17 3.231 -1.833 4.161
C18 4.374 -3.821 3.203
C19 5.408 -1.574 2.950
C20 0.697 2.723 -1.105
C21 -0.645 2.790 -0.429
C22 -0.822 3.602 0.684
C23 -2.079 3.764 1.252
C24 -3.134 3.098 0.636
C25 -3.011 2.267 -0.478
C26 -1.727 2.117 -0.999
O2 -1.457 1.265 -2.034
C27 -4.296 1.622 -1.040
C28 -4.078 0.716 -2.258
C29 -5.255 2.749 -1.470
C30 -4.971 0.765 0.044
C31 -2.332 4.615 2.498
C32 -1.060 5.316 2.973
C33 -3.390 5.684 2.191
C34 -2.843 3.709 3.629
H1 1.509 -0.721 -5.470
H2 1.995 -1.201 -3.824
H3 0.468 -1.774 -4.485
H4 -0.258 0.936 -5.790
H5 -1.324 -0.183 -4.922
H6 -1.179 1.489 -4.364
H7 2.143 1.376 -4.579
H8 0.863 2.300 -3.816
H9 2.717 0.346 -2.364
H10 2.905 2.100 -2.368
H11 2.826 1.478 0.053
H12 1.246 1.244 0.770
H13 3.307 0.036 1.888
H14 3.174 -4.137 1.098
H15 3.742 -5.244 -0.604
H16 3.078 -5.720 -2.166
H17 3.909 -4.164 -1.994
H18 1.414 -5.349 0.639
H19 -0.009 -4.835 -0.281
H20 0.997 -6.159 -0.875
H21 1.789 -3.346 -3.181
H22 1.065 -4.947 -3.006
H23 0.203 -3.524 -2.418
H24 2.269 -2.352 4.194
H25 3.749 -2.013 5.107
H26 3.036 -0.760 4.084
H27 3.457 -4.413 3.274
H28 4.994 -4.234 2.403
H29 4.919 -3.945 4.141
H30 5.256 -0.494 2.885
H31 5.978 -1.774 3.861
H32 6.013 -1.885 2.094
H33 1.428 3.296 -0.530
H34 0.619 3.194 -2.082
H35 0.042 4.109 1.100
H36 -4.124 3.223 1.059
H37 -3.651 1.258 -3.103
H38 -3.429 -0.129 -2.025
H39 -5.050 0.322 -2.563
H40 -4.780 3.397 -2.211
H41 -6.156 2.321 -1.917
H42 -5.563 3.372 -0.628
H43 -4.357 -0.111 0.280
H44 -5.145 1.316 0.970
H45 -5.939 0.405 -0.317
H46 -0.658 5.987 2.208
H47 -1.289 5.920 3.855
H48 -0.283 4.601 3.257
H49 -3.069 6.320 1.361
H50 -4.354 5.243 1.927
H51 -3.546 6.319 3.067
H52 -2.099 2.948 3.880
H53 -3.043 4.300 4.528
H54 -3.769 3.199 3.348
C35 -1.069 -2.567 1.434
C36 -0.739 -1.171 1.996
C37 -1.491 -0.240 1.070
O3 -1.342 -0.873 -0.236
C38 -1.454 -2.311 -0.031
H55 -1.905 -3.015 1.966
H56 -0.216 -3.238 1.510
H57 0.330 -0.983 1.927
H58 -1.048 -1.049 3.034
H59 -1.118 0.779 1.013
H60 -2.554 -0.208 1.309
H61 -0.795 -2.793 -0.747
H62 -2.484 -2.595 -0.241



Arrangement two

A molecular structure, C38H62MnN2O3. Source: the Open Molecules 2025 dataset; level of theory: ωB97M-V/def2-TZVPD.

Properties
**Charge**: +1
**Multiplicity**: 5
**HOMO-LUMO gap (alpha / beta)**: 6.0 / 7.8 eV

Element x y z (Å)
Mn1 0.079 -0.362 -0.244
C1 -1.093 -0.232 2.749
N1 0.190 0.148 2.129
C2 1.275 -0.570 2.817
C3 0.412 1.606 2.223
C4 0.946 2.174 0.911
N2 0.112 1.742 -0.228
C5 0.697 2.134 -1.537
C6 2.134 1.747 -1.777
C7 2.868 2.577 -2.607
C8 4.188 2.302 -2.930
C9 4.768 1.221 -2.277
C10 4.087 0.374 -1.410
C11 2.695 0.573 -1.239
O1 1.911 -0.306 -0.586
C12 4.857 -0.730 -0.679
C13 6.376 -0.580 -0.817
C14 4.530 -0.671 0.821
C15 4.468 -2.104 -1.237
C16 4.936 3.182 -3.926
C17 5.093 4.595 -3.343
C18 4.140 3.252 -5.239
C19 6.327 2.629 -4.244
C20 -1.236 2.358 -0.109
C21 -2.242 1.943 -1.141
C22 -2.933 2.894 -1.862
C23 -3.981 2.537 -2.706
C24 -4.352 1.200 -2.699
C25 -3.706 0.207 -1.962
C26 -2.546 0.572 -1.248
O2 -1.704 -0.311 -0.691
C27 -4.271 -1.222 -1.973
C28 -4.176 -1.878 -0.584
C29 -3.507 -2.040 -3.026
C30 -5.763 -1.219 -2.338
C31 -4.691 3.607 -3.528
C32 -3.664 4.323 -4.420
C33 -5.776 3.014 -4.428
C34 -5.352 4.617 -2.576
H1 -1.138 0.099 3.792
H2 -1.196 -1.316 2.723
H3 -1.926 0.204 2.197
H4 1.250 -0.368 3.894
H5 2.240 -0.257 2.427
H6 1.163 -1.643 2.662
H7 1.131 1.835 3.012
H8 -0.522 2.091 2.500
H9 1.965 1.827 0.746
H10 0.963 3.267 0.962
H11 0.629 3.223 -1.626
H12 0.046 1.714 -2.312
H13 2.379 3.455 -3.014
H14 5.816 1.026 -2.443
H15 6.721 0.401 -0.489
H16 6.711 -0.757 -1.840
H17 6.851 -1.332 -0.185
H18 4.819 0.299 1.233
H19 5.073 -1.450 1.360
H20 3.466 -0.820 0.976
H21 4.661 -2.149 -2.310
H22 3.413 -2.294 -1.060
H23 5.051 -2.888 -0.747
H24 4.123 5.055 -3.149
H25 5.636 5.231 -4.045
H26 5.651 4.562 -2.406
H27 3.154 3.694 -5.093
H28 4.006 2.252 -5.656
H29 4.676 3.861 -5.968
H30 6.970 2.628 -3.362
H31 6.802 3.257 -4.999
H32 6.266 1.613 -4.640
H33 -1.121 3.446 -0.130
H34 -1.640 2.082 0.865
H35 -2.654 3.935 -1.744
H36 -5.201 0.900 -3.297
H37 -3.150 -2.021 -0.263
H38 -4.671 -2.851 -0.597
H39 -4.682 -1.252 0.155
H40 -2.431 -1.920 -2.903
H41 -3.764 -1.694 -4.028
H42 -3.757 -3.102 -2.953
H43 -6.312 -0.502 -1.725
H44 -6.181 -2.210 -2.156
H45 -5.932 -0.981 -3.388
H46 -3.161 3.606 -5.070
H47 -2.906 4.840 -3.830
H48 -4.163 5.064 -5.047
H49 -5.359 2.283 -5.125
H50 -6.234 3.813 -5.011
H51 -6.562 2.536 -3.841
H52 -4.616 5.137 -1.963
H53 -6.049 4.105 -1.910
H54 -5.906 5.367 -3.144
C35 -0.005 -4.437 -1.460
C36 1.430 -4.084 -1.023
C37 1.204 -3.291 0.254
O3 0.026 -2.514 -0.042
C38 -0.882 -3.406 -0.731
H55 -0.274 -5.446 -1.154
H56 -0.117 -4.368 -2.539
H57 1.900 -3.446 -1.770
H58 2.062 -4.954 -0.864
H59 2.010 -2.613 0.527
H60 0.980 -3.958 1.093
H61 -1.499 -2.805 -1.389
H62 -1.521 -3.889 0.010



Which structure wins on stability? arrangement one wins.